Molecular formula: C20H17BBr2N4OPt
Method: DFT, ωB97M-V/def2-TZVPD

For the HOMO energy, the calculation gives -7.5 eV. The value obtained for the relative energy (zero: lowest compared OMol25 entry of this formula, charge and spin) is 0.0 kcal/mol. The orbital gap comes out at 0.222 Eh.

The geometry in ORCA input format:
```
! wB97M-V def2-TZVPD RIJCOSX def2/J DEFGRID3
* xyz 0 1
Pt -1.103 -0.319 -0.910
C 2.543 1.505 -0.538
C 1.638 1.976 0.566
C 2.058 2.960 1.489
C 1.201 3.360 2.470
C -0.095 2.803 2.549
C -1.047 3.140 3.541
Br -0.635 4.417 4.882
C -2.272 2.545 3.553
C -2.608 1.603 2.569
Br -4.317 0.800 2.651
C -1.750 1.237 1.545
O -2.147 0.362 0.656
C -0.439 1.843 1.566
N 0.443 1.448 0.620
H 3.563 1.861 -0.407
H 2.171 1.869 -1.498
H 2.552 0.414 -0.573
H 3.051 3.382 1.412
H 1.497 4.104 3.196
H -2.999 2.792 4.313
N -0.103 -1.249 -2.448
C 0.569 -2.435 -1.935
C 1.372 -3.235 -2.693
C 1.980 -4.370 -2.118
C 1.770 -4.685 -0.805
C 0.941 -3.872 0.002
C 0.668 -4.127 1.368
C -0.148 -3.283 2.061
C -0.704 -2.162 1.412
N -0.459 -1.902 0.150
C 0.347 -2.740 -0.575
H -0.776 -1.494 -3.173
H 0.561 -0.601 -2.867
H 1.543 -3.002 -3.737
H 2.615 -4.992 -2.733
H 2.235 -5.559 -0.366
H 1.112 -4.992 1.844
H -0.382 -3.449 3.102
H -1.363 -1.467 1.917
B -2.316 2.946 -4.064
C -1.957 1.907 -2.934
N -1.652 1.155 -2.114
H -1.933 4.025 -3.677
H -3.514 2.898 -4.218
H -1.711 2.580 -5.051
*
```